[1]
This record from the Open Molecules 2025 dataset describes 8 unconnected molecules or ions with the total composition C20H42Br4N6O4 in a non-equilibrium geometry. The level of theory is ωB97M-V with the def2-TZVPD basis set.

XYZ file:
```
76
Properties=species:S:1:pos:R:3:forces:R:3:lowdin_charge:R:1
C 3.496605 -2.670512 -2.604469 0.931 -0.042 1.384 -0.0909
N 4.040445 -1.803882 -3.632099 -0.549 0.014 -0.254 -0.1772
C 5.345235 -1.134042 -3.458069 0.090 0.218 0.094 -0.0376
C 3.404025 -1.731072 -4.828819 1.471 0.600 -1.217 -0.3436
O 3.853625 -1.083952 -5.769239 -0.575 -0.284 0.520 -0.0074
H 2.524475 -3.138282 -2.760249 0.011 0.446 -0.734 0.0886
H 3.429195 -2.129842 -1.660419 -0.216 0.322 0.034 0.0504
H 4.170545 -3.486242 -2.342779 0.252 -0.223 -0.371 0.0859
H 6.185165 -1.726732 -3.820459 -0.117 -0.471 0.196 0.0895
H 5.489205 -0.194112 -3.990899 -0.933 -0.122 -0.439 0.0841
H 5.531035 -0.823232 -2.429979 -0.293 -0.582 0.254 0.0834
H 2.516645 -2.365442 -4.978269 -0.091 0.100 0.556 0.1348
C 3.033255 -0.829782 5.369441 -1.517 -0.934 -0.462 -0.0230
N 1.675725 -0.819242 4.674861 1.157 0.521 0.330 -0.1561
C 1.087245 0.516078 4.563281 -0.209 0.113 -0.236 -0.0473
C 1.047625 -1.879502 4.098941 0.510 0.314 -1.468 -0.3112
O 0.029595 -1.794702 3.413541 0.064 0.269 0.789 -0.0621
H 3.831765 -0.311102 4.838931 -0.451 0.355 -0.315 0.0810
H 3.387785 -1.856242 5.463231 -0.282 -0.085 0.102 0.0789
H 2.906875 -0.402242 6.364091 0.067 -0.003 -0.064 0.0834
H 1.860515 1.254898 4.352841 0.154 -0.044 0.349 0.0921
H 0.383755 0.628368 3.738301 0.051 -0.605 -0.038 0.0558
H 0.524955 0.781818 5.458441 0.209 0.097 0.184 0.0968
H 1.595065 -2.834202 4.066551 0.119 0.075 0.735 0.1355
C -1.186965 1.523938 1.468701 -0.374 -0.405 0.595 -0.1183
N -0.340315 2.596418 1.883571 0.870 0.989 -1.067 -0.1895
C 0.931435 2.743538 1.187911 0.195 -0.403 0.456 -0.0282
C -0.647335 3.420188 2.910621 1.009 1.315 0.194 -0.3246
O 0.034995 4.396268 3.251121 -1.022 -1.512 -0.306 -0.0094
H -0.738255 0.608548 1.854481 -0.680 -0.386 0.311 0.0365
H -1.321275 1.329988 0.404541 0.410 0.668 -0.192 0.0625
H -2.180115 1.785528 1.833831 -0.074 -0.796 0.312 0.0819
H 1.372935 1.752718 1.080861 0.061 -0.217 0.048 0.0704
H 0.838675 3.123708 0.170581 -0.085 0.360 0.176 0.0664
H 1.601275 3.338458 1.808791 -0.134 0.199 -0.292 0.0938
H -1.566795 3.116568 3.434671 -0.077 0.130 -0.017 0.1370
C -1.061085 3.086578 -1.588099 -0.418 -1.177 -0.146 -0.1201
N -0.276105 4.167768 -2.079309 0.173 0.634 0.771 -0.1958
C 0.667795 3.744448 -3.108929 -0.380 1.216 -0.022 -0.0493
C -0.304905 5.412408 -1.485469 1.692 0.962 -2.025 -0.2874
O 0.434245 6.349678 -1.841139 -1.478 -1.793 0.915 -0.0154
H -1.551425 3.248768 -0.628229 -0.192 0.458 -0.307 0.0852
H -0.467325 2.181598 -1.459429 0.481 0.175 0.259 0.0071
H -1.730475 2.739778 -2.375349 -0.733 0.259 0.110 0.0764
H 0.135485 3.175288 -3.871039 -0.047 -0.319 0.158 0.0878
H 1.017805 4.640718 -3.621069 0.428 -0.092 0.266 0.0912
H 1.460225 3.147008 -2.658119 0.107 0.140 -0.268 0.0418
H -1.104615 5.528318 -0.737649 0.186 -0.146 0.088 0.1360
Br -3.102485 -1.251022 2.203511 -1.192 0.462 -1.069 0.7376
C -4.502715 -1.480012 0.776871 1.081 -0.779 -1.439 -0.5804
C -3.963725 -2.507512 -0.226719 -0.563 -0.936 0.206 -0.6740
Br -5.430295 -3.047672 -1.524269 0.723 0.543 0.678 0.5363
H -4.599975 -0.563682 0.194641 -0.386 0.263 0.798 0.0507
H -5.416055 -1.950662 1.140741 0.076 0.807 0.545 0.0537
H -3.804865 -3.438162 0.318041 0.262 0.015 -0.316 0.0207
H -3.103705 -2.254042 -0.846569 -0.261 0.237 0.258 0.0022
Br 1.529625 0.389898 -1.901129 -0.760 -0.538 0.322 0.6989
C 0.097625 -0.880182 -1.321509 0.519 -0.692 0.794 -0.6095
C 0.584705 -1.573392 -0.024609 -0.525 -1.049 -0.705 -0.5563
Br -0.379915 -3.376652 0.183471 0.580 1.296 -0.338 0.6460
H -0.035955 -1.562942 -2.160619 0.266 0.006 0.200 0.0430
H -0.871675 -0.414292 -1.144019 0.318 0.490 -0.177 0.0172
H 0.383415 -1.011392 0.887381 -0.024 -0.183 -0.149 0.0221
H 1.613955 -1.930222 -0.062209 -0.144 0.372 -0.083 0.0223
C -2.343845 -4.168132 3.062831 0.544 -1.989 -0.195 -0.1571
C -1.087415 -4.881042 3.301961 1.594 0.350 0.606 -0.3232
N -0.062525 -5.402442 3.432551 -1.034 0.323 -0.068 0.1270
H -3.031675 -5.006292 3.174521 -0.798 0.382 0.076 0.0848
H -2.275535 -3.956822 1.995701 -0.426 0.632 0.293 -0.0351
H -2.571675 -3.337072 3.730311 0.347 -0.317 -0.283 0.0284
C -4.043365 1.331518 -4.552199 0.536 -0.589 0.230 -0.0467
C -3.473845 0.517058 -3.454319 -0.535 1.226 -0.693 -0.2457
N -3.006535 -0.113752 -2.625699 0.298 -0.441 0.622 0.1661
H -5.001215 1.787458 -4.301709 0.004 -0.392 0.040 0.0861
H -4.099445 0.619678 -5.375749 -0.425 0.326 -0.249 0.0854
H -3.369095 2.136768 -4.843779 0.154 -0.134 0.153 0.0794
```
Positions in Å, forces in eV/Å.

## Properties
- Relative energy (zero: lowest compared OMol25 entry of this formula, charge and spin): 7.0 kcal per mole
- Structure (SMILES): CN(C)C=O.CN(C)C=O.CN(C)C=O.CN(C)C=O.BrCCBr.BrCCBr.CC#N.CC#N
- E_HOMO: -9.297 eV
- Multiplicity: 1

[2]
This record from the Open Molecules 2025 dataset describes a molecular structure, C25H37MoN2S in a non-equilibrium geometry. The level of theory is ωB97M-V with the def2-TZVPD basis set.

XYZ file:
```
66
Properties=species:S:1:pos:R:3:forces:R:3:lowdin_charge:R:1
C -0.758112 2.452695 -0.527147 0.807 0.633 -0.767 -0.3029
C -0.101062 2.079787 -1.757402 0.418 0.673 -0.079 -0.3231
C 1.286787 1.869363 -1.470048 -0.650 0.609 -0.020 -0.2400
C 1.481554 2.003539 -0.052040 -0.495 1.054 -0.417 -0.2563
C 0.225237 2.414179 0.527487 0.330 0.167 0.036 -0.2989
Mo -0.089542 0.357057 -0.265925 -0.953 -3.234 1.077 1.4284
C 0.699201 -2.531757 1.286149 -0.738 -0.072 1.080 -0.5118
C -0.363026 -1.427709 1.247372 -0.203 0.735 0.974 -0.1988
H -1.377213 -1.813134 1.095461 0.451 0.322 -0.027 0.0789
C -0.251319 -0.168087 1.879735 -0.234 -1.410 -0.018 -0.0941
H 0.675548 0.103128 2.402434 -0.321 0.059 -0.221 0.0959
H -1.161998 0.342362 2.234645 0.356 -0.013 -0.265 0.1068
C 0.060652 -3.817542 1.857490 -0.430 0.126 0.059 -0.0092
H -0.738169 -4.205833 1.214271 0.111 0.059 0.055 0.0988
H 0.804777 -4.609229 1.984285 -0.135 0.208 0.020 0.0984
H -0.363261 -3.599233 2.846424 0.107 -0.121 -0.211 0.1106
C 1.861512 -2.172114 2.250347 0.354 0.024 0.006 -0.0017
H 2.440937 -1.311620 1.896792 -0.019 -0.062 0.025 0.0896
H 1.514606 -1.966277 3.271392 -0.121 -0.066 -0.289 0.1133
H 2.550933 -3.026302 2.310439 -0.194 0.295 -0.057 0.1162
C -0.683803 2.076300 -3.125826 -0.086 -0.065 -0.372 -0.0273
H -1.768326 1.946272 -3.111539 0.146 0.078 -0.028 0.0653
H -0.465303 3.019011 -3.643495 -0.037 -0.082 0.155 0.1262
H -0.256138 1.273523 -3.737804 -0.066 0.147 0.089 0.1051
C 2.345601 1.822605 -2.512007 0.373 -0.548 -0.272 0.0065
H 2.210288 0.972381 -3.189064 0.029 0.214 -0.061 0.0982
H 2.315667 2.724438 -3.139670 -0.162 -0.113 0.268 0.1300
H 3.346272 1.761639 -2.074489 -0.166 0.000 -0.058 0.1024
C 2.784013 1.917160 0.666349 0.124 -0.573 0.260 0.0210
H 3.393990 1.094049 0.276167 -0.029 0.182 0.047 0.0952
H 3.366304 2.842978 0.556051 -0.255 -0.095 -0.078 0.1325
H 2.638020 1.745881 1.737981 0.078 0.089 -0.179 0.0922
C 0.018892 2.911919 1.916910 -0.048 -0.071 0.342 -0.0024
H 0.736499 2.463885 2.608336 -0.103 0.136 -0.028 0.0902
H 0.153289 4.000814 1.964571 -0.005 -0.211 -0.122 0.1284
H -0.988851 2.687448 2.280065 0.143 0.123 -0.023 0.0907
C -2.160979 2.933110 -0.388870 -0.444 -0.279 0.076 -0.0031
H -2.626651 2.541928 0.525389 0.091 0.185 -0.070 0.0878
H -2.197774 4.030002 -0.323471 0.182 -0.211 0.011 0.1349
H -2.770320 2.632571 -1.249150 0.190 0.135 0.115 0.0817
C 1.409952 -1.575890 -0.965376 1.256 0.359 1.965 -0.0783
C 1.318340 -2.716180 -0.031612 -0.024 0.351 -1.893 -0.1530
C 2.673769 -1.420495 -1.577971 0.132 -0.592 -0.996 -0.0390
C 2.073404 -3.851531 -0.320141 0.053 0.234 -0.149 0.0182
H 0.619710 -0.958605 -1.488351 0.028 -0.616 -0.237 0.0532
C 3.524507 -2.519783 -1.717939 0.239 0.832 0.035 -0.0134
H 2.934214 -0.456391 -2.014354 -0.087 -0.596 -0.233 0.0835
C 3.176631 -3.763054 -1.177390 -0.452 0.161 -0.285 0.0346
H 1.841250 -4.804653 0.159660 0.272 0.434 0.135 0.1387
H 4.449770 -2.390841 -2.283630 -0.260 -0.120 0.265 0.1359
H 3.779811 -4.646006 -1.389282 -0.117 0.239 0.090 0.1439
S -2.110002 -0.333275 -1.501464 1.020 0.715 -0.072 0.8433
C -3.350498 -0.740476 -0.338170 -1.307 -1.053 1.511 -0.6584
N -3.421357 -1.987657 0.159545 0.600 1.076 -1.019 0.0344
C -4.456994 -2.473690 1.081974 0.052 -0.270 0.369 -0.1225
C -5.626078 -1.516617 1.109032 -0.583 -0.175 -0.184 -0.1365
C -5.177928 -0.073059 1.147015 -0.292 0.048 0.212 -0.1233
N -4.264026 0.161381 0.030036 1.593 0.052 -0.400 0.0586
H -2.744928 -2.641979 -0.226494 -0.356 0.062 0.101 0.1416
H -4.009878 -2.579834 2.079691 -0.021 -0.007 -0.215 0.1388
H -4.767379 -3.466312 0.741525 0.053 0.181 0.076 0.1479
H -6.246194 -1.726947 1.982148 0.041 -0.014 -0.096 0.1440
H -6.245479 -1.682198 0.222393 0.007 0.079 0.101 0.1410
H -4.674929 0.155864 2.097157 -0.026 0.039 -0.212 0.1411
H -6.018325 0.612321 1.027354 0.059 -0.116 0.066 0.1473
H -4.117492 1.106113 -0.316700 -0.279 -0.330 0.032 0.1223
```
Positions in Å, forces in eV/Å.

## Properties
- Total charge: +3
- E_HOMO (alpha / beta): -17.716 / -17.710 eV
- Multiplicity: 1